Record 1
Formula: C18H17BrIrN3O11Se
Source: the OMol25 dataset
Level of theory: ωB97M-V with the def2-TZVPD basis set

Cartesian coordinates (Å):
Ir  0.1849  -0.1761  -0.2580
O  -3.2217  2.5993  1.0020
C  -2.1370  2.0196  0.9755
O  -1.6842  1.3653  0.0114
C  -1.3365  2.0371  2.3332
C  -1.3018  0.6071  2.8960
C  -0.8239  0.6530  4.3683
C  0.6966  0.8140  4.1802
C  0.7739  0.9767  2.6513
O  -0.1964  0.0284  2.2288
C  0.1679  2.3394  2.2700
C  0.6469  2.8555  0.8517
O  0.7580  4.0724  0.7662
O  0.8927  1.9852  -0.0030
H  -1.8755  2.7326  2.9813
H  -2.2105  0.0278  2.7299
H  -1.2746  1.4871  4.9048
H  -1.0728  -0.2707  4.8920
H  1.1119  1.6656  4.7169
H  1.2316  -0.0899  4.4736
H  1.7312  0.7382  2.1940
H  0.4433  3.1321  2.9755
Br  -5.1224  -1.8387  -2.3557
C  -3.8796  -1.9909  -0.9434
C  -4.0738  -2.9602  0.0235
C  -3.1531  -3.0221  1.0562
C  -2.1031  -2.1209  1.0674
N  -1.9421  -1.2036  0.1233
C  -2.8051  -1.1206  -0.8718
H  -4.9123  -3.6410  -0.0237
H  -3.2602  -3.7494  1.8482
H  -1.3452  -2.1494  1.8366
H  -2.6351  -0.3345  -1.5955
C  3.8104  -3.5541  0.8374
N  2.4182  -3.7088  0.5053
C  2.0461  -4.6188  -0.4253
C  0.8304  -4.5907  -0.9889
C  0.0082  -3.3998  -0.8268
O  -1.0578  -3.2764  -1.4286
N  0.4548  -2.4854  0.0778
C  1.5656  -2.6332  0.8143
O  1.8216  -1.9384  1.7871
H  4.2545  -4.5338  1.0328
H  3.8717  -2.9123  1.7157
H  4.3204  -3.0685  -0.0006
H  2.7844  -5.3810  -0.6517
H  0.4817  -5.3420  -1.6785
O  0.7251  -0.7519  -2.3766
Se  2.3411  -0.9791  -2.0554
O  2.7454  -2.5277  -2.0965
O  2.4847  -0.3827  -0.5323
O  3.2692  -0.2036  -3.0962

The frontier orbital gap (alpha / beta) comes out at 6.7 / 6.7 eV. The LUMO energy (alpha / beta) is 0.15028 / 0.15039 Ha. The value obtained for the highest occupied orbital energy (alpha / beta) is -2.616 / -2.643 eV. The value obtained for the largest force on an atom is 4.26 eV Å⁻¹. The value obtained for the energy relative to the best compared isomer or geometry (same formula, charge and spin) is 506.6 kJ/mol. Its net charge is -2.


Record 2
Formula: C17H18F2N2O3
Source: the OMol25 dataset
Level of theory: ωB97M-V with the def2-TZVPD basis set

Cartesian coordinates (Å):
O  -2.2844  -2.4447  0.1281
C  -1.7921  -1.3286  0.2139
N  -2.4749  -0.2752  0.7056
C  -2.0142  1.0906  0.7414
H  -0.9552  1.1113  1.0040
C  -2.2085  1.8407  -0.5876
H  -1.3049  1.7326  -1.1869
H  -2.3374  2.9004  -0.3608
C  -3.3961  1.3438  -1.4132
C  -4.6981  1.1842  -0.6213
C  -4.8489  -0.2100  -0.0132
H  -4.7176  -0.9574  -0.7977
C  -3.8499  -0.4993  1.1074
H  -4.0600  0.1352  1.9731
H  -3.9393  -1.5474  1.4034
H  -5.8553  -0.3261  0.3945
H  -5.5424  1.3461  -1.2950
H  -4.7554  1.9439  0.1610
H  -3.1425  0.3839  -1.8677
H  -3.5512  2.0541  -2.2280
H  -2.5751  1.5922  1.5340
C  -0.3751  -1.1478  -0.1998
N  0.2455  -0.0228  -0.4613
O  1.5058  -0.3299  -0.8340
C  1.6686  -1.6623  -0.8007
C  0.5019  -2.2465  -0.4057
H  0.2734  -3.2805  -0.2683
C  2.9984  -2.2403  -1.1710
O  4.0091  -1.2717  -1.3236
C  4.3366  -0.4507  -0.2949
C  3.9774  -0.5545  1.0484
C  4.3949  0.3597  2.0001
C  5.2076  1.4147  1.6372
C  5.6012  1.5510  0.3163
C  5.1658  0.6344  -0.6158
F  5.5490  0.7722  -1.8971
H  6.2366  2.3604  -0.0043
H  5.5347  2.1260  2.3775
H  4.0723  0.2186  3.0191
F  3.1942  -1.5761  1.4771
H  3.2756  -3.0092  -0.4376
H  2.9301  -2.7148  -2.1564

The frontier orbital gap comes out at 9.8 eV. The LUMO energy is 0.02842 Ha. The value obtained for the highest occupied orbital energy is -9.059 eV. Its SMILES is O=C(c1cc(COc2c(F)cccc2F)on1)N1CCCCCC1. The value obtained for the largest force on an atom is 1.10 eV Å⁻¹. The value obtained for the energy relative to the best compared isomer or geometry (same formula, charge and spin) is 0.0 kJ/mol.


Record 3
Formula: C3H11N4
Source: the OMol25 dataset
Level of theory: ωB97M-V with the def2-TZVPD basis set

Cartesian coordinates (Å):
C  -0.1401  -0.5947  1.0066
C  -0.3233  -1.6111  -0.2320
C  -1.0955  1.7257  0.3736
N  -0.0634  0.7615  0.5521
N  -0.8716  2.8690  -0.2745
N  1.1246  0.9950  -0.0764
N  0.9988  -1.6679  -0.8845
H  -0.9983  -0.7243  1.7528
H  0.7469  -0.7756  1.4523
H  -0.7624  -2.3951  0.3303
H  -1.0932  -1.1198  -0.7472
H  -2.1724  1.4677  0.6370
H  0.0251  3.2921  -0.1336
H  -1.6408  3.4980  -0.5155
H  1.1575  0.5876  -1.0670
H  1.9114  0.5355  0.3818
H  1.6373  -2.1497  -0.2539
H  0.8843  -2.2676  -1.7194

The frontier orbital gap comes out at 9.1 eV. The LUMO energy is -0.14506 Ha. The value obtained for the highest occupied orbital energy is -13.020 eV. Its SMILES is NCCN(N)C=[NH2+]. The value obtained for the largest force on an atom is 5.24 eV Å⁻¹. The value obtained for the energy relative to the best compared isomer or geometry (same formula, charge and spin) is 258.7 kJ/mol. Its net charge is +1.


Record 4
Formula: C4H6F4N
Source: the OMol25 dataset
Level of theory: ωB97M-V with the def2-TZVPD basis set

Cartesian coordinates (Å):
C  -0.5933  -0.7435  0.9136
C  0.8320  -0.9336  0.4008
C  -1.1988  0.3166  -0.0030
C  1.1647  0.4115  -0.2613
N  -0.2077  0.7791  -0.9278
F  2.1317  0.4827  -1.1321
F  1.3301  1.3896  0.7186
F  -0.3156  2.0120  -1.3612
F  -0.2626  -0.0573  -1.9871
H  -1.2011  -1.6757  0.8579
H  -0.4148  -0.5322  2.0205
H  1.5858  -1.0068  1.2290
H  0.7880  -1.5847  -0.5084
H  -2.1023  -0.0676  -0.3523
H  -1.5362  1.2096  0.3928

The frontier orbital gap (alpha / beta) comes out at 8.0 / 5.7 eV. The LUMO energy (alpha / beta) is -0.10932 / -0.42423 Ha. The value obtained for the highest occupied orbital energy (alpha / beta) is -10.934 / -17.279 eV. Its spin multiplicity is 3. The value obtained for the largest force on an atom is 17.75 eV Å⁻¹. Its net charge is +1.


Record 5
Formula: C6H12
Source: the OMol25 dataset
Level of theory: ωB97M-V with the def2-TZVPD basis set

Cartesian coordinates (Å):
C  2.0415  -0.2025  0.2436
C  0.8515  -0.4017  -0.6457
C  -0.4522  0.1343  -0.1850
C  -0.5336  1.6242  0.0183
C  -1.1405  -0.7782  0.8659
C  -1.6707  -0.6879  -0.5019
H  2.0252  -1.0366  1.1018
H  3.0294  -0.4225  -0.3076
H  2.0782  0.8488  0.7438
H  0.7690  -1.5116  -0.7967
H  1.0643  0.0731  -1.6013
H  -1.5507  1.8460  0.4445
H  0.2501  1.9360  0.7340
H  -0.4312  2.1610  -0.9359
H  -1.5959  -0.1924  1.6373
H  -0.5766  -1.7090  1.0808
H  -2.6120  -0.1327  -0.6951
H  -1.5457  -1.5484  -1.2005

The frontier orbital gap comes out at 10.5 eV. The LUMO energy is 0.04132 Ha. The value obtained for the highest occupied orbital energy is -9.364 eV. Its SMILES is CCC1(C)CC1. The value obtained for the largest force on an atom is 3.13 eV Å⁻¹. The value obtained for the energy relative to the best compared isomer or geometry (same formula, charge and spin) is 150.1 kJ/mol.


Record 6
Formula: C10H30O5
Source: the OMol25 dataset
Level of theory: ωB97M-V with the def2-TZVPD basis set

Cartesian coordinates (Å):
C  0.1477  2.3514  2.9204
C  -1.1233  2.9194  2.3104
O  -0.9033  2.9544  0.9704
H  0.9207  2.9264  2.7764
H  0.2447  1.3534  2.5264
H  0.1367  1.9614  3.9784
H  -1.0853  3.9144  2.5564
H  -2.0313  2.3574  2.6434
H  -1.6343  3.2914  0.5294
C  -0.9763  -1.5066  2.5924
C  -2.2683  -1.0906  1.7814
O  -3.3593  -1.7076  2.2674
H  -0.8533  -1.6636  3.7074
H  -0.0813  -1.0596  2.1034
H  -0.9113  -2.4816  2.6914
H  -2.0273  -1.0196  0.7794
H  -2.3383  -0.0626  2.2404
H  -4.0403  -1.3086  1.7744
C  1.2317  3.6654  -3.5896
C  0.6187  2.7084  -2.5126
O  1.0097  1.4814  -2.8106
H  0.6887  3.4344  -4.4006
H  2.3047  3.5394  -3.7936
H  1.2937  4.4464  -3.2966
H  -0.4783  2.6104  -2.3286
H  0.8487  3.1794  -1.4676
H  0.8607  0.7704  -2.2066
C  2.8217  -0.9776  -0.7476
C  2.3327  0.2294  -0.1116
O  0.8417  0.3464  -0.1466
H  2.9977  -1.7916  -0.2276
H  3.8697  -0.8386  -0.7866
H  2.2917  -1.1366  -1.7826
H  2.8077  1.0794  -0.5046
H  2.7657  0.1564  0.9604
H  0.7357  0.9684  0.5954
C  -0.8283  -3.2276  -0.9056
C  -0.6883  -4.3796  -1.8536
O  -1.0443  -5.6166  -1.2876
H  -0.1883  -3.4676  0.0784
H  -1.7073  -2.8926  -0.6596
H  -0.2413  -2.3886  -1.1776
H  0.4087  -4.1896  -1.9976
H  -1.1953  -4.2186  -2.8906
H  -2.1743  -5.6206  -1.2966

The frontier orbital gap comes out at 9.8 eV. The LUMO energy is 0.02015 Ha. The value obtained for the highest occupied orbital energy is -9.274 eV. Its SMILES is CCO.CCO.CCO.CCO.CCO. The value obtained for the largest force on an atom is 18.72 eV Å⁻¹. The value obtained for the energy relative to the best compared isomer or geometry (same formula, charge and spin) is 863.8 kJ/mol.


| no. | DFT total energy (hartree) |
| --- | --- |
| 1 | -6767.74390 |
| 2 | -1193.51223 |
| 3 | -339.62114 |
| 4 | -609.47851 |
| 5 | -235.76106 |
| 6 | -774.83150 |